Record 1
{
  "formula": "C20H22BrCaFO3",
  "method": "wB97M-V/def2-TZVPD",
  "total_charge": 2,
  "de_lowest_kj_mol": 126.0,
  "e_homo_ev": -15.16,
  "species": ["C", "C", "C", "C", "C", "C", "C", "C", "C", "C", "F", "C", "O", "C", "C", "C", "C", "O", "Br", "C", "C", "C", "C", "C", "O", "H", "H", "H", "H", "H", "H", "H", "H", "H", "H", "H", "H", "H", "H", "H", "H", "H", "H", "H", "H", "H", "H", "Ca"],
  "coordinates": [[0.939, 2.743, 1.849], [-0.533, 3.262, 2.061], [-1.498, 2.412, 1.180], [-2.287, 1.305, 1.942], [-1.442, 0.446, 2.918], [-1.069, -0.926, 2.258], [0.246, -1.500, 2.828], [0.653, -2.890, 2.197], [0.770, -2.614, 0.701], [-0.236, -2.926, -0.121], [-1.377, -3.481, 0.260], [-0.108, -2.605, -1.573], [-0.556, -3.337, -2.458], [0.682, -1.230, -1.851], [0.317, -0.238, -2.960], [-0.897, -0.477, -3.983], [-0.637, 0.187, -5.425], [-0.045, -0.443, -6.268], [-1.319, 1.950, -5.646], [1.073, 0.916, -3.032], [2.140, 1.181, -2.136], [2.480, 0.275, -1.119], [1.728, -0.911, -1.007], [2.020, -1.935, 0.130], [3.136, -2.187, 0.500], [1.009, 2.082, 0.959], [1.288, 2.132, 2.697], [1.637, 3.572, 1.646], [-0.807, 3.079, 3.112], [-0.580, 4.333, 1.834], [-1.008, 1.997, 0.276], [-2.260, 3.112, 0.783], [-2.713, 0.637, 1.166], [-3.156, 1.787, 2.417], [-0.495, 0.906, 3.232], [-2.072, 0.226, 3.796], [-1.015, -0.717, 1.172], [-1.868, -1.666, 2.449], [1.050, -0.794, 2.522], [0.274, -1.543, 3.925], [1.642, -3.141, 2.604], [-0.122, -3.639, 2.396], [-1.783, 0.035, -3.568], [-1.199, -1.545, -4.121], [0.874, 1.687, -3.784], [2.713, 2.111, -2.184], [3.284, 0.480, -0.409], [1.130, -2.111, -4.164]],
  "forces_ev_per_a": [[-0.099, 0.180, -0.134], [0.816, -1.504, -0.507], [-0.959, 0.822, 0.050], [0.396, 0.301, -0.563], [-0.606, -1.008, -0.296], [-0.162, 0.280, 0.874], [0.468, 0.333, -1.188], [0.203, 1.225, -0.199], [0.123, -0.408, 0.940], [0.314, 0.931, -0.978], [0.442, -0.188, -0.257], [0.050, 0.512, 0.478], [1.071, 1.548, -0.489], [-1.565, 0.502, -1.688], [-0.558, -1.412, 1.409], [0.210, 1.261, 0.067], [-0.029, -0.817, 0.868], [0.054, 0.196, 1.028], [0.258, -0.741, -0.055], [0.665, 0.453, 0.142], [0.227, -0.614, 0.899], [-0.575, 0.269, -0.815], [0.396, -0.526, 0.785], [-0.551, -0.181, -0.026], [-0.721, 0.467, -0.223], [-0.192, 0.269, 0.306], [0.052, 0.437, -0.216], [-0.160, -0.349, 0.416], [0.057, 0.481, -0.323], [-0.154, -0.354, 0.074], [0.110, 0.147, 0.494], [0.235, -0.426, 0.026], [0.002, 0.205, 0.438], [0.456, -0.249, 0.163], [-0.505, 0.209, 0.028], [0.567, 0.210, -0.085], [0.190, -0.413, 0.344], [0.137, 0.398, -0.340], [-0.230, -0.208, 0.421], [-0.233, -0.152, -0.353], [-0.399, -0.334, -0.156], [0.438, 0.026, -0.047], [0.334, -0.415, 0.046], [0.124, 0.623, 0.076], [-0.113, -0.386, 0.204], [-0.350, -0.252, -0.249], [-0.221, -0.096, -0.262], [-0.011, -1.257, -1.126]]
}

=====

Record 2
{
  "formula": "C20H22ClCrN3O6S2Se",
  "method": "wB97M-V/def2-TZVPD",
  "total_charge": -1,
  "de_lowest_kj_mol": 0.0,
  "multiplicity": 4,
  "e_homo_ev": [-4.56, -4.59],
  "species": ["Cr", "S", "C", "N", "C", "C", "C", "C", "C", "C", "S", "H", "H", "H", "H", "O", "Se", "O", "O", "O", "Cl", "C", "C", "C", "C", "C", "C", "C", "O", "O", "H", "H", "H", "H", "C", "C", "N", "C", "C", "C", "C", "N", "H", "H", "H", "H", "H", "H", "H", "H", "H", "H", "H", "H", "H", "H"],
  "coordinates": [[0.285, -0.313, -0.450], [0.009, -0.393, 3.092], [-0.562, -1.614, 2.123], [-0.479, -1.792, 0.793], [-1.066, -2.952, 0.289], [-0.989, -3.501, -1.036], [-1.452, -4.790, -1.209], [-2.168, -5.495, -0.213], [-2.376, -4.915, 1.032], [-1.725, -3.711, 1.303], [-1.568, -2.960, 2.826], [-0.540, -2.902, -1.861], [-1.346, -5.323, -2.180], [-2.636, -6.442, -0.475], [-2.923, -5.414, 1.815], [0.902, 0.933, -1.917], [-0.121, 0.484, -3.107], [0.513, -0.418, -4.241], [-0.919, -0.627, -1.995], [-0.995, 1.819, -3.461], [8.444, -1.471, 0.171], [6.729, -1.554, 0.254], [6.036, -2.088, -0.841], [4.630, -2.034, -0.818], [4.007, -1.318, 0.189], [4.697, -0.844, 1.330], [6.088, -0.970, 1.344], [2.547, -0.954, 0.040], [2.034, -0.062, 0.790], [1.869, -1.572, -0.891], [6.558, -2.568, -1.672], [4.083, -2.493, -1.634], [4.089, -0.342, 2.042], [6.706, -0.622, 2.239], [-3.964, 2.127, -1.526], [-3.569, 2.433, -0.086], [-2.253, 3.040, 0.169], [-2.245, 4.491, 0.566], [-2.337, 4.903, 2.018], [-1.118, 2.316, 0.306], [0.237, 2.910, 0.605], [-1.153, 1.000, 0.123], [-5.062, 2.175, -1.637], [-3.621, 1.144, -1.900], [-3.519, 2.902, -2.193], [-3.717, 1.616, 0.604], [-4.288, 3.211, 0.232], [-3.115, 4.940, 0.021], [-1.330, 4.923, 0.154], [-3.395, 4.879, 2.298], [-1.993, 5.950, 2.065], [-1.710, 4.387, 2.716], [0.698, 3.214, -0.326], [0.858, 2.195, 1.153], [0.248, 3.798, 1.231], [-2.017, 0.659, -0.263]],
  "forces_ev_per_a": [[0.069, -0.106, -0.725], [-0.052, 0.045, 0.118], [-1.068, -0.997, -0.470], [0.214, 0.654, -0.196], [-0.321, -1.208, 0.244], [0.632, 1.037, 0.793], [-0.669, -0.923, -0.622], [-0.144, 0.630, -0.200], [0.805, -0.058, -0.429], [0.065, 0.099, -1.301], [0.592, 1.004, 0.397], [-0.326, -0.656, 0.823], [0.002, 0.750, 0.663], [0.210, 0.103, 0.155], [-0.134, -0.164, 0.093], [2.052, 0.670, 1.625], [-2.390, -0.158, 1.409], [0.357, -0.086, -1.124], [0.136, 0.521, -0.493], [0.217, -1.153, -0.258], [0.690, -0.161, 0.094], [-0.709, 0.141, -0.646], [-0.562, -0.172, 0.765], [1.268, 0.159, -0.285], [-0.687, 0.373, 0.815], [0.504, -0.653, -2.122], [0.250, 0.316, 1.541], [-0.131, -1.091, -0.706], [-0.195, -0.922, -1.662], [0.505, 1.680, 1.879], [-0.074, 0.241, 0.373], [-0.198, 0.312, 0.143], [-0.036, 0.357, 0.774], [-0.945, -0.432, -1.482], [0.562, -0.036, -0.906], [-0.520, 1.186, 0.474], [0.335, 1.445, 0.790], [0.019, -0.432, -1.663], [-0.728, 0.743, -0.257], [-0.324, -2.467, -0.336], [-0.249, 0.309, 0.601], [0.570, 1.938, 0.210], [0.462, -0.087, 0.167], [-0.041, 0.518, 0.218], [-0.297, -0.587, 0.368], [-0.022, -0.533, 0.080], [0.336, -0.339, 0.131], [0.901, -0.241, 0.344], [-0.219, -0.076, -0.203], [0.294, -0.096, 0.513], [-0.341, -0.209, -0.028], [0.199, -0.734, 0.256], [0.200, -0.288, -0.361], [-0.179, -0.209, -0.485], [-0.485, 0.133, 0.101], [-0.396, -0.088, 0.007]]
}

=====

Record 3
{
  "formula": "C20H22ClN3O2",
  "method": "wB97M-V/def2-TZVPD",
  "de_lowest_kj_mol": 133.6,
  "smiles": "O=C(Cc1ccc(Cl)cc1)NCC(=O)N1CCN(c2ccccc2)CC1",
  "e_homo_ev": -7.54,
  "species": ["O", "C", "C", "C", "C", "C", "C", "Cl", "C", "C", "N", "C", "C", "O", "N", "C", "C", "N", "C", "C", "C", "C", "C", "C", "C", "C", "H", "H", "H", "H", "H", "H", "H", "H", "H", "H", "H", "H", "H", "H", "H", "H", "H", "H", "H", "H", "H", "H"],
  "coordinates": [[-1.998, 2.035, -0.314], [-1.171, 2.273, -1.164], [-0.159, 3.419, -1.044], [1.239, 2.889, -1.163], [1.815, 2.202, -0.099], [3.079, 1.655, -0.207], [3.784, 1.797, -1.392], [5.366, 1.115, -1.536], [3.234, 2.486, -2.461], [1.965, 3.024, -2.341], [-0.995, 1.534, -2.279], [-1.880, 0.478, -2.728], [-2.807, -0.094, -1.645], [-4.008, 0.045, -1.751], [-2.245, -0.867, -0.693], [-0.838, -1.042, -0.416], [-0.526, -0.510, 0.996], [-1.348, -1.138, 2.002], [-0.969, -2.339, 2.588], [-1.717, -2.863, 3.650], [-1.334, -4.021, 4.293], [-0.186, -4.696, 3.912], [0.575, -4.182, 2.878], [0.193, -3.026, 2.222], [-2.743, -0.880, 1.703], [-3.097, -1.453, 0.325], [-0.368, 4.149, -1.828], [-0.317, 3.891, -0.074], [1.266, 2.097, 0.824], [3.520, 1.125, 0.623], [3.794, 2.600, -3.376], [1.546, 3.571, -3.174], [-0.311, 1.847, -2.952], [-1.278, -0.333, -3.152], [-2.548, 0.860, -3.510], [-0.224, -0.519, -1.147], [-0.612, -2.115, -0.460], [0.531, -0.637, 1.230], [-0.764, 0.557, 1.015], [-2.601, -2.348, 3.993], [-1.936, -4.398, 5.107], [0.112, -5.602, 4.416], [1.477, -4.690, 2.566], [0.814, -2.672, 1.414], [-3.393, -1.319, 2.456], [-2.896, 0.203, 1.686], [-4.130, -1.224, 0.063], [-2.947, -2.539, 0.329]],
  "forces_ev_per_a": [[-0.375, 0.080, 0.271], [0.529, 0.527, -0.068], [-0.206, -0.110, 0.156], [0.188, 0.121, -0.078], [-0.011, 0.067, -0.114], [0.079, -0.031, -0.044], [-0.189, 0.091, -0.036], [0.151, -0.062, -0.007], [0.132, -0.119, 0.030], [-0.029, 0.019, 0.173], [0.005, -0.220, -0.459], [-0.326, 0.081, -0.100], [0.162, -0.110, -0.359], [-0.235, 0.179, -0.159], [-0.054, -0.323, 0.211], [0.338, 0.090, 0.167], [0.205, -0.030, -0.295], [0.082, 0.320, 0.129], [0.138, -0.174, 0.183], [-0.136, 0.011, -0.034], [-0.015, -0.041, -0.028], [0.106, -0.129, 0.038], [0.001, -0.121, 0.111], [0.001, 0.162, -0.161], [-0.323, -0.174, -0.236], [-0.353, 0.104, 0.238], [0.013, 0.039, 0.019], [-0.069, -0.028, -0.089], [-0.073, -0.021, 0.137], [0.068, -0.055, 0.069], [0.080, -0.005, -0.068], [-0.058, 0.078, -0.076], [-0.011, -0.016, 0.183], [-0.048, 0.063, 0.053], [0.083, -0.180, 0.189], [-0.022, -0.040, -0.035], [0.066, 0.094, -0.036], [-0.005, 0.014, 0.004], [0.109, -0.094, -0.017], [-0.053, 0.066, 0.024], [-0.049, -0.011, 0.066], [0.029, -0.074, 0.043], [0.062, -0.030, -0.027], [0.003, 0.055, -0.077], [0.012, 0.068, -0.004], [-0.061, -0.061, 0.048], [0.106, -0.110, 0.035], [-0.045, 0.039, 0.028]]
}